(i)
15
Properties=species:S:1:pos:R:3:lowdin_charge:R:1 method="wB97M-V/def2-TZVPD" spin_multiplicity=3 molar_mass_da=133.172 homo_ev="-6.1 / -8.7" s2=2.01 homo_lumo_gap_ev="6.91 / 5.97"
C -1.35102 0.24585 -0.81888 -0.32
C -2.34418 1.08077 -0.51181 0.01
C -0.14624 -1.47753 0.09070 -0.26
C 1.82219 0.91986 0.09086 -0.82
N -0.87779 -0.45938 0.20145 0.03
O 0.41383 -2.04047 1.14918 0.09
O 1.86009 0.27940 1.22317 -0.07
S 3.09395 1.06904 -0.96705 0.76
H -1.00934 0.22105 -1.89955 0.13
H -2.73662 1.14671 0.50668 0.06
H -2.68025 1.77157 -1.35855 0.07
H 0.27994 -1.84883 -0.79684 0.13
H 0.87881 1.09440 -0.14005 -0.02
H 0.00160 -1.88759 1.93974 0.07
H 2.79502 -0.11485 1.29097 0.13


(ii)
15
Properties=species:S:1:pos:R:3:lowdin_charge:R:1 method="wB97M-V/def2-TZVPD" spin_multiplicity=3 molar_mass_da=133.172 homo_ev="-5.7 / -11.8" s2=2.01 homo_lumo_gap_ev="5.38 / 7.65"
C -2.94941 -0.47441 1.39135 -0.44
C -0.00906 1.41037 0.50976 -0.09
C 0.13290 -0.40069 -1.24204 -0.06
C -0.38624 0.02378 0.10132 -0.44
N -3.19752 -1.16470 2.26726 0.07
O -2.56369 1.42316 -0.45841 -0.29
O -2.72598 -1.22320 -1.09280 -0.11
S -2.21693 0.09820 -0.09066 0.83
H -0.38925 1.88647 -0.39517 0.08
H -0.37309 1.80642 1.41973 0.08
H 1.03872 1.72039 0.58162 0.10
H -0.44722 -1.16244 -1.49475 0.02
H 1.11254 -0.83072 -1.05179 0.11
H 0.29616 0.36979 -1.90161 0.08
H -0.22224 -0.63953 0.82535 0.08


Of them, the most stable is (i) and the least stable is (ii).


(i)
13
Properties=species:S:1:pos:R:3:lowdin_charge:R:1 method="wB97M-V/def2-TZVPD" smiles="COCC(N)=O" spin_multiplicity=1 molar_mass_da=89.094 homo_ev=-9.7 homo_lumo_gap_ev=10.52
C 1.65125 0.90050 -0.66611 -0.11
O 0.93072 0.28508 0.37957 -0.18
C 0.21139 -0.89929 0.07679 -0.15
C -1.17669 -0.73829 -0.47086 -0.55
N -1.90013 0.38610 -0.34365 0.19
O -1.54210 -1.71269 -1.11862 0.02
H 0.99423 1.20409 -1.49168 0.09
H 2.41859 0.21589 -1.04348 0.09
H 2.14116 1.79772 -0.26342 0.09
H 0.21445 -1.47093 1.00710 0.14
H 0.33549 -1.67580 -0.74590 0.15
H -2.72778 0.44350 -0.91796 0.12
H -1.59656 1.16880 0.20982 0.11


(ii)
13
Properties=species:S:1:pos:R:3:lowdin_charge:R:1 method="wB97M-V/def2-TZVPD" spin_multiplicity=1 molar_mass_da=89.094 homo_ev="-9.1 / -9.0" homo_lumo_gap_ev="8.66 / 8.51"
N -1.62058 -0.93079 -1.00129 0.08
C -0.55477 -0.25693 -1.30776 -0.33
O -1.26017 0.86691 -1.00622 -0.13
C 0.04261 1.12142 0.08734 -0.06
C 1.23740 0.42046 0.68617 -0.28
O 0.79840 -0.26875 1.81900 -0.06
H -0.71360 -2.49565 -1.32354 0.18
H -2.22915 -1.71593 -0.95512 0.02
H -0.55960 1.61144 0.85588 0.12
H 0.39348 1.82743 -0.64979 0.11
H 1.79901 -0.14983 -0.05784 0.12
H 1.90198 1.19106 1.11655 0.14
H 0.76498 -1.22084 1.73661 0.09


(iii)
13
Properties=species:S:1:pos:R:3:lowdin_charge:R:1 method="wB97M-V/def2-TZVPD" spin_multiplicity=1 molar_mass_da=89.094 homo_ev=-8.3 homo_lumo_gap_ev=8.77
C 0.09110 0.32111 -2.23069 0.07
C -0.75649 0.32486 -0.07738 -0.02
C 0.23322 0.10563 1.97726 -0.06
N 0.10465 -0.20731 -1.05129 -0.40
O 0.82530 -1.19652 -0.70859 -0.10
O 0.48553 -1.20317 1.96006 -0.07
H 0.69775 -0.08179 -3.01807 0.09
H -0.57522 1.14291 -2.42424 0.08
H -1.54978 -0.34156 0.22643 0.08
H -1.03801 1.35746 -0.20776 0.07
H -0.50011 0.42276 2.69864 0.08
H 1.05630 0.78130 1.76054 0.08
H 0.92578 -1.42569 1.09509 0.08


Of them, the most stable is (i) and the least stable is (ii).


(i)
13
Properties=species:S:1:pos:R:3:lowdin_charge:R:1 method="wB97M-V/def2-TZVPD" smiles="C[C@@H](O)C(N)=O" spin_multiplicity=1 molar_mass_da=89.094 homo_ev=-9.6 homo_lumo_gap_ev=10.38
C 1.57922 0.27250 -0.30126 -0.03
C 0.07310 0.48836 -0.20394 -0.35
O -0.59891 0.28583 -1.43844 -0.04
C -0.53307 -0.32817 0.94513 -0.51
N -1.54400 -1.16869 0.61705 0.17
O -0.11964 -0.18305 2.08384 0.04
H 2.01883 0.27642 0.69872 0.09
H 2.04380 1.06192 -0.89935 0.08
H 1.80837 -0.69505 -0.76716 0.09
H -0.11062 1.53045 0.08079 0.15
H -0.07684 -0.32727 -1.97005 0.09
H -1.88265 -1.23491 -0.32776 0.10
H -2.03776 -1.62302 1.36944 0.11


(ii)
13
Properties=species:S:1:pos:R:3:lowdin_charge:R:1 method="wB97M-V/def2-TZVPD" smiles="C=C(C)N=O.O" spin_multiplicity=1 molar_mass_da=89.094 homo_ev=-9.3 homo_lumo_gap_ev=8.44
C 0.92278 -0.06066 -1.16685 0.12
C 0.12286 0.88223 -0.54621 -0.43
C 0.54692 1.08425 0.86308 -0.07
N -1.04168 1.33181 -1.07417 -0.01
O -1.84610 1.66644 -0.21754 -0.02
H 1.86005 -0.54247 -0.88649 0.09
H 0.47682 -0.37542 -2.07249 0.05
H -0.35083 1.49331 1.36090 0.07
H 0.92617 0.17538 1.36284 0.08
H 1.37371 1.84366 0.71289 0.11
O -0.61709 -2.41895 0.65441 -0.09
H -1.41598 -1.83671 0.75860 0.06
H -0.95762 -3.24287 0.25102 0.05


(iii)
13
Properties=species:S:1:pos:R:3:lowdin_charge:R:1 method="wB97M-V/def2-TZVPD" smiles="COC(=O)CN" spin_multiplicity=1 molar_mass_da=89.094 homo_ev=-9.7 homo_lumo_gap_ev=10.56
C 2.24343 0.09365 -0.07457 -0.05
O 0.98404 -0.49988 0.24832 -0.04
C -0.05815 0.34681 0.29248 -0.50
O 0.02825 1.53316 0.07171 0.10
C -1.36729 -0.37410 0.56568 -0.19
N -2.25509 -0.35938 -0.59076 0.01
H 2.90076 -0.73092 -0.35006 0.09
H 2.64327 0.62003 0.79610 0.10
H 2.13500 0.79966 -0.90050 0.09
H -1.86406 0.13750 1.39576 0.12
H -1.17507 -1.40549 0.87041 0.12
H -2.40985 0.60386 -0.87447 0.07
H -1.79939 -0.81736 -1.37445 0.07


(iv)
13
Properties=species:S:1:pos:R:3:lowdin_charge:R:1 method="wB97M-V/def2-TZVPD" smiles="CC(=O)N(C)O" spin_multiplicity=1 molar_mass_da=89.094 homo_ev=-9.0 homo_lumo_gap_ev=9.74
C 0.36397 -1.57069 0.28693 -0.01
C -0.74372 -0.74330 -0.17030 -0.59
O -1.70938 -1.13832 -0.73227 0.09
N -0.43273 0.58184 -0.19546 -0.14
C 0.65979 1.29861 0.37442 -0.06
O -1.35515 1.54553 -0.77216 0.01
H -0.01863 -2.57315 0.30141 0.08
H 1.14471 -1.43708 -0.56955 0.13
H 0.90474 -1.21025 1.25366 0.12
H 1.68816 0.78989 -0.04082 0.13
H 0.78122 1.15859 1.41632 0.06
H 0.66889 2.35095 0.11671 0.09
H -1.95186 0.94739 -1.26890 0.10


Of them, the most stable is (i) and the least stable is (ii).